A structure of composition C6H12O. Source: the Open Molecules 2025 dataset; level of theory: the ωB97M-V functional and the def2-TZVPD basis.

Summary:
Gap between HOMO and LUMO in eV: 8.5
Molecular weight in g mol⁻¹: 100.161
E_tot in eV: -8457.8233
HOMO level in eV: -7.9
Multiplicity: 1

```
19
C6H12O (the ωB97M-V functional and the def2-TZVPD basis)
C 1.88987 -0.58516 0.51073
H 1.84199 -1.78300 -1.29835
C 0.95081 1.04206 -0.20725
H 1.55486 0.96481 -1.11413
H 1.44075 1.60094 0.59461
H 1.66410 -0.71887 1.58455
H -1.23401 1.51365 1.23061
H -0.33073 -0.79141 1.08167
C -2.54379 0.96972 -0.40175
H -3.00511 1.96218 -0.49157
C 1.82833 -1.89296 -0.20415
H -2.48160 0.52414 -1.40307
H -3.19318 0.34521 0.22830
H 2.80242 -2.34004 0.07776
H -0.43023 -0.73183 -0.71154
C -1.15631 1.09587 0.20590
C -0.28333 -0.14415 0.19991
H 1.05405 -2.62855 0.08008
O -0.25846 1.85664 -0.59834
```

Here are the Mulliken charges for atoms 1 to 5, given in e: -0.33, 0.27, -0.35, 0.35, 0.27

A cluster of 5 separate species, C6H15N3O in total at a distorted geometry. Source: the Open Molecules 2025 dataset; level of theory: the ωB97M-V functional and the def2-TZVPD basis.

Summary:
Gap between HOMO and LUMO in eV: 9.9
Molecular weight in g mol⁻¹: 145.206
E_tot in eV: -12979.9384
HOMO level in eV: -9.1
Multiplicity: 1

```
25
C6H15N3O (the ωB97M-V functional and the def2-TZVPD basis)
H -1.03240 -1.99690 0.01153
H -0.44246 1.59564 2.21374
N -1.33060 1.74895 0.21466
C -1.96340 -1.45652 -0.11471
N -2.00205 -0.53211 -0.99840
H 1.44781 -0.98773 -2.08029
C -3.27286 0.05389 -1.33088
H -2.00687 -0.74057 1.73041
H -1.33481 -0.22935 1.79584
H 3.47615 -0.50542 2.34647
C 2.17446 -0.14865 0.59805
C -0.87881 1.48137 1.24892
O 1.19150 -0.76508 0.97467
N 2.34433 0.26845 -0.67498
H -3.59233 -0.35970 -2.29097
H 3.15446 0.82599 -0.89564
H 3.17412 1.13231 2.06682
H -3.12636 1.12431 -1.46454
H 1.58736 0.72975 -2.56371
C 3.31762 0.19440 1.52838
H 4.26871 0.26696 0.99453
H -2.86060 -1.84430 0.38538
H -4.05269 -0.11773 -0.57598
H 0.37274 0.21723 -1.38073
C 1.38699 0.04481 -1.73856
```

Here are the Mulliken charges for atoms 1 to 5, given in e: 0.31, 0.34, -0.39, -0.78, -0.16

A cluster of 2 separate species, Br5HSi2 in total at a distorted geometry. Source: the Open Molecules 2025 dataset; level of theory: the ωB97M-V functional and the def2-TZVPD basis.

Summary:
Gap between HOMO and LUMO (alpha / beta) in eV: 8.0 / 5.1
Molecular weight in g mol⁻¹: 456.700
E_tot in eV: -365986.0961
HOMO level (alpha / beta) in eV: -10.4 / -8.9
Multiplicity: 1

```
8
Br5HSi2 (the ωB97M-V functional and the def2-TZVPD basis)
Si 0.85521 1.16221 0.73505
Br -3.11811 -2.50818 3.87705
H 0.07296 2.37545 0.62995
Br 2.66082 2.19294 -0.03050
Br -1.54565 -1.74291 -0.05671
Si 0.09829 -0.40215 -0.84323
Br 1.60028 -1.74746 -1.62797
Br -0.62380 0.67011 -2.68364
```

Here are the Mulliken charges for atoms 1 to 5, given in e: 0.26, 0.00, -0.04, -0.18, -0.22

A cluster of 2 separate species, C4H5NO2 in total at a distorted geometry. Source: the Open Molecules 2025 dataset; level of theory: the ωB97M-V functional and the def2-TZVPD basis.

Summary:
Gap between HOMO and LUMO in eV: 11.0
Molecular weight in g mol⁻¹: 99.089
E_tot in eV: -9812.5933
HOMO level in eV: -10.7
SMILES: C=CC#N.O=CO
Multiplicity: 1

```
12
C4H5NO2 (the ωB97M-V functional and the def2-TZVPD basis)
C 1.94696 0.43502 -0.27661
H 2.82034 0.66367 -0.82936
O -1.35850 -1.03607 -0.99139
H 2.26421 -1.48646 0.48760
H 0.63813 -0.82885 1.03261
H -1.83275 1.11601 -0.05089
C 1.62887 -0.67536 0.43247
N 0.15047 2.31814 -0.43427
O -2.22593 0.33291 0.56144
H -2.82619 -1.48723 0.42817
C -2.12047 -0.83171 -0.06495
C 0.91486 1.47995 -0.29484
```

Here are the Mulliken charges for atoms 1 to 5, given in e: -0.10, 0.36, -0.49, 0.30, 0.15

The molecule C4H10N2O at a distorted geometry. Source: the Open Molecules 2025 dataset; level of theory: the ωB97M-V functional and the def2-TZVPD basis.

Summary:
Gap between HOMO and LUMO in eV: 9.9
Molecular weight in g mol⁻¹: 102.137
E_tot in eV: -9336.8745
HOMO level in eV: -8.9
SMILES: CN[C@H](C)C(N)=O
Multiplicity: 1

```
17
C4H10N2O (the ωB97M-V functional and the def2-TZVPD basis)
O -1.20584 -1.79570 -0.79444
C 1.06023 1.06490 -0.63296
H 1.93633 1.69586 -0.53322
H -1.12589 -0.05298 1.69395
H 1.34388 0.02428 -0.96729
H -2.13106 -0.13758 -2.16020
H 1.02322 -1.83440 0.65289
C -1.10947 -0.62366 -0.57002
C -0.45103 -0.20024 0.76266
H -1.63164 1.32898 -1.39413
C 0.61648 -1.19144 1.28755
H 0.80502 1.39850 1.35456
H 1.48230 -0.78308 1.88235
H 0.59468 1.59509 -1.53083
H 0.09328 -1.93909 1.88814
N -1.55515 0.32360 -1.52929
N 0.25465 1.12696 0.59029
```

Here are the Mulliken charges for atoms 1 to 5, given in e: -0.59, -0.83, 0.37, 0.29, 0.22

The molecule C4H8O2. Source: the Open Molecules 2025 dataset; level of theory: the ωB97M-V functional and the def2-TZVPD basis.

Summary:
Gap between HOMO and LUMO in eV: 9.0
Molecular weight in g mol⁻¹: 88.106
E_tot in eV: -8368.4131
HOMO level in eV: -8.3
Multiplicity: 1

```
14
C4H8O2 (the ωB97M-V functional and the def2-TZVPD basis)
H -0.85970 -0.43542 2.02290
H -1.75346 1.63584 0.37079
O -0.49007 -1.69336 0.27187
H -0.10507 -1.34149 -0.66117
H -0.53306 0.27341 -1.23340
C 1.27418 0.28491 -0.67618
H 1.78459 1.13016 -1.15414
H 2.02306 -0.45748 -0.37351
C 0.42743 0.76288 0.52611
C -1.02883 0.86839 0.12736
H -1.40911 -1.94497 0.08179
H 0.93767 1.37782 1.26996
C -0.62128 -0.15273 1.00465
O 0.35363 -0.30794 -1.57705
```

Here are the Mulliken charges for atoms 1 to 5, given in e: 0.40, 0.27, -0.60, 0.59, 0.38

The molecule C4H8O2 at a distorted geometry. Source: the Open Molecules 2025 dataset; level of theory: the ωB97M-V functional and the def2-TZVPD basis.

Summary:
Gap between HOMO and LUMO in eV: 10.5
Molecular weight in g mol⁻¹: 88.106
E_tot in eV: -8371.8199
HOMO level in eV: -9.6
SMILES: CC(=O)CCO
Multiplicity: 1

```
14
C4H8O2 (the ωB97M-V functional and the def2-TZVPD basis)
O -2.21524 1.14304 0.16646
H -0.10617 -1.76488 -0.47001
C 0.65787 0.23951 -0.26145
H -2.51748 -0.76521 0.52621
H -0.93584 -0.62398 -1.48698
O 0.39621 1.40842 -0.03760
C -0.49211 -0.71291 -0.49007
C 2.12393 -0.13752 -0.12342
C -1.65046 -0.10495 0.51537
H 2.41085 -1.18009 -0.27531
H 2.66927 0.49990 -0.82565
H 2.42990 0.17519 0.88320
H -1.57109 1.84125 0.36522
H -1.19964 -0.01777 1.51404
```

Here are the Mulliken charges for atoms 1 to 5, given in e: -0.52, 0.31, 0.63, 0.35, 0.27

A cluster of 2 separate species, C4H7ClO2 in total at a distorted geometry. Source: the Open Molecules 2025 dataset; level of theory: the ωB97M-V functional and the def2-TZVPD basis.

Summary:
Gap between HOMO and LUMO in eV: 6.5
Molecular weight in g mol⁻¹: 122.551
E_tot in eV: -20871.4321
HOMO level in eV: -8.7
Multiplicity: 1

```
14
C4H7ClO2 (the ωB97M-V functional and the def2-TZVPD basis)
Cl -2.86099 -0.28143 -0.65451
H 2.01065 1.18101 -0.11821
O -0.03888 1.37078 0.02516
O 1.66697 -1.44014 -0.06951
C -1.85785 -0.17708 0.69406
H 0.89346 1.39970 -1.65483
H -2.11552 -1.18503 1.10793
C -0.32097 0.13022 0.66393
C 0.76661 -0.55151 -0.44552
H -0.23319 -1.09519 -0.97991
H 0.27371 -0.01331 1.55380
C 1.06569 0.92480 -0.69700
H 3.01742 -0.80263 -0.98247
H -2.26713 0.53982 1.55707
```

Here are the Mulliken charges for atoms 1 to 5, given in e: -0.16, 0.34, -0.37, -0.62, -0.55

Which value of E_tot does entry 6 give?
-8368.4131 eV